Record 1
Density functional theory data (ωB97M-V/def2-TZVPD) for a structure of composition C39H31AuGeN6O8 at a distorted geometry.

* spin multiplicity: 1
* Kohn-Sham gap (alpha / beta): 0.1565 / 0.1564 Eh
* charge: -2
* ΔE to the lowest compared entry with this formula, charge and spin: 0.0 kcal/mol

Atoms and positions in Å:
Au -0.6670 -0.2823 0.2626
O 0.7913 3.0782 1.7089
C 0.2181 2.2418 1.0426
O -0.4273 1.2292 1.5757
C 0.1936 2.3295 -0.5321
O 0.6205 3.3372 -1.0683
O -0.2985 1.2996 -1.1237
C 2.7422 0.4701 2.3803
C 2.9130 0.3870 0.9049
N 2.1867 -0.3430 0.1044
C 2.6569 -0.1256 -1.1698
C 3.6867 0.7564 -1.1391
N 3.8424 1.1013 0.1958
C 4.8524 1.9640 0.7155
N 5.7671 1.2545 1.5973
N 6.1752 1.8275 2.7420
N 6.9707 1.0376 3.3651
C 7.0883 -0.1200 2.6212
C 7.8144 -1.2910 2.8690
C 7.7075 -2.3001 1.9444
C 6.8845 -2.1672 0.7998
C 6.1661 -1.0266 0.5411
C 6.3020 0.0073 1.4808
H 1.7379 0.1171 2.6139
H 2.8381 1.4957 2.7382
H 3.4716 -0.1598 2.8984
H 2.1763 -0.5788 -2.0207
H 4.2716 1.2223 -1.9133
H 4.4457 2.7881 1.3015
H 5.4031 2.3649 -0.1360
H 8.4182 -1.3898 3.7610
H 8.2386 -3.2303 2.1013
H 6.7918 -3.0049 0.1214
H 5.4967 -0.9542 -0.3064
O -1.2235 -2.4621 -3.1191
C -1.5062 -1.8687 -2.0905
O -0.6821 -1.7889 -1.0863
C -2.8771 -1.2626 -1.9325
C -3.4571 -0.6426 -3.0331
C -4.7329 -0.0987 -2.9311
C -5.4513 -0.2075 -1.7563
C -4.8753 -0.8737 -0.6729
C -3.5809 -1.3865 -0.7424
N -5.6427 -1.0396 0.5254
O -5.1416 -1.6540 1.4682
O -6.8017 -0.5987 0.5474
H -2.8956 -0.5850 -3.9554
H -5.1699 0.4168 -3.7778
H -6.4462 0.1974 -1.6525
H -3.1347 -1.8625 0.1205
C -0.8560 -1.6579 1.6900
Ge -0.1934 -3.4050 1.4724
C -0.0482 -4.1311 3.3152
C 0.1957 -3.2782 4.3920
C 0.3172 -3.7699 5.6866
C 0.1917 -5.1307 5.9294
C -0.0587 -5.9945 4.8710
C -0.1774 -5.4946 3.5805
C 1.5943 -3.6944 0.6899
C 2.6478 -4.0801 1.5184
C 3.9096 -4.3599 1.0065
C 4.1382 -4.2691 -0.3578
C 3.0974 -3.9003 -1.2008
C 1.8406 -3.6151 -0.6841
C -1.3600 -4.7374 0.5768
C -0.8850 -5.7761 -0.2229
C -1.7565 -6.6847 -0.8136
C -3.1247 -6.5684 -0.6127
C -3.6158 -5.5383 0.1786
C -2.7376 -4.6367 0.7654
H -1.6078 -1.4561 2.4486
H 0.2860 -2.2132 4.2036
H 0.5057 -3.0876 6.5077
H 0.2816 -5.5161 6.9388
H -0.1660 -7.0583 5.0522
H -0.3830 -6.1786 2.7633
H 2.4897 -4.1487 2.5893
H 4.7126 -4.6420 1.6783
H 5.1183 -4.4962 -0.7662
H 3.2634 -3.8241 -2.2696
H 1.0484 -3.3051 -1.3535
H 0.1802 -5.8733 -0.4034
H -1.3660 -7.4773 -1.4424
H -3.8069 -7.2664 -1.0848
H -4.6829 -5.4199 0.3262
H -3.1371 -3.8232 1.3631

Record 2
Density functional theory data (ωB97M-V/def2-TZVPD) for a structure of composition C24H42O2P2V at a distorted geometry.

* spin multiplicity: 3
* Kohn-Sham gap (alpha / beta): 0.2360 / 0.2606 Eh
* charge: +1
* ΔE to the lowest compared entry with this formula, charge and spin: 0.0 kcal/mol

Atoms and positions in Å:
V 0.1554 -0.1590 1.7100
C -1.5791 -0.6424 3.5103
C -1.1842 -1.7353 2.6587
C 0.6469 -1.0674 3.9338
C -0.4680 -0.2663 4.3064
C 0.2129 -2.0004 2.9225
C -2.9821 -0.2175 3.7687
H -3.6095 -0.3256 2.8778
H -3.0041 0.8314 4.0910
H -3.4351 -0.8187 4.5739
C -0.5353 0.5649 5.5359
H -1.5267 1.0093 5.6630
H 0.1861 1.3875 5.4766
H -0.3090 -0.0252 6.4367
C 1.8583 -1.2560 4.7670
H 1.6595 -1.9371 5.6117
H 2.2089 -0.3083 5.1931
H 2.6758 -1.6826 4.1772
C 0.9659 -3.2127 2.4859
H 0.8805 -4.0375 3.2046
H 2.0244 -2.9670 2.3836
H 0.6071 -3.5721 1.5193
C -2.1117 -2.6714 1.9481
H -2.3194 -3.5828 2.5410
H -1.6714 -2.9974 0.9939
H -3.0794 -2.1942 1.7457
C -0.5789 1.8588 0.8300
C -1.7032 1.0660 0.9666
C -2.3575 0.1932 -0.0419
C -1.3620 -0.4530 -1.0099
C -0.1026 -1.0162 -0.4074
C 1.1399 -0.3681 -0.3429
C 1.4362 1.0624 -0.6338
C 0.2959 2.0867 -0.3634
H -3.1035 0.7913 -0.5913
H -1.1720 0.2770 -1.8368
H -2.9483 -0.6026 0.4360
H -0.2443 2.2634 -1.3097
H -0.4519 2.5908 1.6488
H -2.3523 1.3425 1.8036
H 0.7925 3.0606 -0.2114
H 2.3328 1.3869 -0.0689
H 2.0318 -1.0205 -0.2980
H 1.7475 1.1375 -1.6961
H -1.8612 -1.2820 -1.5334
H -0.0273 -2.1201 -0.3625
P -0.4629 1.3523 -3.5377
C -0.5283 3.1561 -3.8479
C -1.6871 0.7773 -4.7735
P 1.8786 -0.6357 -4.1462
C 1.1020 1.0270 -4.4322
C 1.2279 -1.4981 -5.6494
C 3.4580 -0.1286 -4.9745
H 0.3482 3.6146 -3.3721
H -1.4305 3.5829 -3.3904
H -0.5163 3.3496 -4.9252
H -1.5795 1.3426 -5.7079
H -2.7013 0.9186 -4.3742
H -1.5608 -0.2971 -4.9654
H 3.2540 0.2347 -5.9902
H 4.1406 -0.9868 -5.0124
H 3.9178 0.6695 -4.3819
H 1.8524 1.7827 -4.1336
H 0.8797 1.1442 -5.5082
H 1.7611 -2.4523 -5.7574
H 1.4019 -0.8900 -6.5451
H 0.1587 -1.7150 -5.5382
O 0.7830 2.3445 3.4705
C 1.8259 1.8427 3.0005
O 1.8935 0.7977 2.2439
H 2.8050 2.2956 3.2343

Record 3
Density functional theory data (ωB97M-V/def2-TZVPD) for the molecule C3H8 at a distorted geometry.

* spin multiplicity: 1
* SMILES string: CCC
* Kohn-Sham gap: 0.4619 Eh
* ΔE to the lowest compared entry with this formula, charge and spin: 14.4 kcal/mol

Atoms and positions in Å:
C -0.5472 -0.8211 0.6577
C 0.4164 -0.3725 -0.4162
C 0.3759 1.1474 -0.3356
H -0.4273 -1.9030 0.8268
H -1.5642 -0.6619 0.2732
H -0.4171 -0.0806 1.5057
H -0.0040 -0.8604 -1.2993
H 1.4431 -0.7431 -0.2726
H 0.2561 1.2894 0.7888
H -0.5451 1.5629 -0.7626
H 1.2297 1.6462 -0.8267

Record 4
Density functional theory data (ωB97M-V/def2-TZVPD) for the molecule C7H10N2 at a distorted geometry.

* spin multiplicity: 1
* SMILES string: C1=C[C@H]2NC[C@H]3N[C@@]23C1
* Kohn-Sham gap: 0.3607 Eh
* ΔE to the lowest compared entry with this formula, charge and spin: 129.3 kcal/mol

Atoms and positions in Å:
C -2.0466 -0.5062 -0.5705
C -0.3061 -0.1011 0.9319
C 0.7305 1.0162 1.4814
C 1.9220 0.8084 1.0002
C 1.7861 -0.2575 -0.1146
C 0.3154 -0.2298 -0.4321
C -0.8984 -0.5881 -1.3534
H -2.6711 -1.4931 -0.4335
H -2.7752 -0.0521 -1.0932
H -2.0738 0.9337 0.7588
H -0.1009 -1.0998 1.5718
H 0.5882 1.5736 2.4643
H 2.9710 1.1267 1.4844
H 2.5621 0.0716 -0.9726
H 2.0698 -1.1524 0.5185
H 0.6489 0.3447 -2.3094
H -0.9083 -1.1599 -2.2844
N -1.7676 -0.0294 0.7845
N -0.0459 0.7943 -1.4322

Record 5
Density functional theory data (ωB97M-V/def2-TZVPD) for a structure of composition C48H34BBr3KN9O2.

* spin multiplicity: 1
* Kohn-Sham gap: 0.1510 Eh
* charge: -2
* ΔE to the lowest compared entry with this formula, charge and spin: 3.0 kcal/mol

Atoms and positions in Å:
K -0.4017 1.9850 -0.2369
C 1.4672 7.5083 -3.7695
C 2.5052 6.7226 -4.2784
C 2.5106 5.3432 -4.1009
C 1.4608 4.7681 -3.4042
C 1.1332 3.3708 -3.0389
N 1.8446 2.3580 -3.4045
C 1.5434 1.0436 -3.1075
C 1.8912 -0.0779 -3.9091
C 2.6453 -0.2492 -5.0838
C 2.7595 -1.5058 -5.6318
C 2.1138 -2.6236 -5.0431
C 1.3573 -2.4808 -3.9033
C 1.2370 -1.2077 -3.3196
C 0.5820 -0.6938 -2.1762
N -0.1877 -1.4271 -1.1930
C -1.5912 -1.1558 -1.0046
N -2.0183 0.0825 -0.8469
C -3.3645 0.0870 -0.6121
N -4.1419 1.2015 -0.3740
C -3.7819 2.4229 -0.5907
N -2.6028 2.8950 -1.1516
C -2.6104 4.2144 -1.1965
N -1.6753 5.0576 -1.6756
C -0.5324 4.6137 -2.2404
N -0.0713 3.3821 -2.3416
C 0.4227 5.5528 -2.8966
C 0.4126 6.9250 -3.0756
C -3.8939 4.7183 -0.6268
C -4.3980 5.9934 -0.4416
C -5.6599 6.1274 0.1292
C -6.3953 4.9987 0.5015
C -5.8857 3.7187 0.3119
C -4.6300 3.5900 -0.2569
C -3.8145 -1.2592 -0.5855
C -5.0657 -1.8671 -0.3667
C -5.1660 -3.2364 -0.4297
C -4.0341 -4.0410 -0.7240
C -2.8010 -3.4743 -0.9413
C -2.6692 -2.0749 -0.8683
N 0.8000 0.6060 -2.0537
H 1.4865 8.5815 -3.9227
H 3.3152 7.1976 -4.8209
H 3.3063 4.7217 -4.4932
H 3.1312 0.6046 -5.5430
H 3.3474 -1.6491 -6.5326
H 2.2150 -3.6003 -5.5042
H 0.8570 -3.3365 -3.4611
H -0.4042 7.5182 -2.6819
H -3.8136 6.8563 -0.7380
H -6.0794 7.1145 0.2876
H -7.3770 5.1269 0.9441
H -6.4457 2.8367 0.5987
H -5.9328 -1.2520 -0.1533
H -6.1249 -3.7144 -0.2585
H -4.1487 -5.1183 -0.7772
H -1.9403 -4.0965 -1.1593
Br -2.4073 1.7995 2.9608
C -2.1120 -0.0548 2.5141
Br -0.4112 -0.7001 3.1802
H -2.1147 -0.1500 1.4327
H -2.8913 -0.6449 2.9749
Br 5.5770 1.8579 0.8496
C 3.9644 2.1893 1.7854
C 4.0008 2.7561 3.0432
C 2.7964 2.9735 3.6913
C 1.6233 2.6077 3.0506
N 1.5985 2.0630 1.8379
C 2.7487 1.8642 1.1988
H 4.9459 3.0170 3.4999
H 2.7687 3.4149 4.6785
H 0.6590 2.7404 3.5286
H 2.6938 1.4132 0.2110
C 2.7752 -7.2356 3.7735
C 2.1543 -5.8888 4.1696
C 3.0035 -5.2480 5.2759
C 0.7607 -6.1582 4.7391
C 2.1103 -4.9629 2.9504
C 3.3032 -4.5993 2.3243
C 3.3428 -3.7557 1.2109
C 2.1428 -3.2825 0.7375
O 1.9032 -2.4444 -0.3064
B 0.4963 -2.2692 -0.3225
O -0.0931 -3.0503 0.6994
C 0.9473 -3.6403 1.3453
C 0.9007 -4.4685 2.4422
H 2.8133 -7.9071 4.6367
H 3.7906 -7.1097 3.3952
H 2.1830 -7.7121 2.9897
H 3.0366 -5.8982 6.1553
H 2.5806 -4.2861 5.5718
H 4.0272 -5.0747 4.9424
H 0.8449 -6.8080 5.6138
H 0.1189 -6.6557 4.0101
H 0.2715 -5.2340 5.0519
H 4.2426 -4.9783 2.7095
H 4.2754 -3.4765 0.7388
H -0.0571 -4.7057 2.8824

Record 6
Density functional theory data (ωB97M-V/def2-TZVPD) for the ion CH3O4S2 with charge -1 at a distorted geometry.

* spin multiplicity: 1
* Kohn-Sham gap: 0.3120 Eh
* charge: -1
* ΔE to the lowest compared entry with this formula, charge and spin: 65.8 kcal/mol

Atoms and positions in Å:
C 0.0800 -0.2092 0.3740
O 2.0481 -1.5229 -1.0659
O -2.0741 -1.6669 0.1855
O 0.5911 -3.7124 -1.1013
O -0.2324 -1.8356 -2.2809
S -0.6698 -1.8638 0.6054
S 0.4894 -2.2812 -1.1366
H 0.0467 -0.3242 -0.7294
H 1.0820 -0.3730 0.8190
H -0.5627 0.6466 0.8043

Record 7
Density functional theory data (ωB97M-V/def2-TZVPD) for a cluster of 2 separate species, C3H13N4S in total at a distorted geometry.

* spin multiplicity: 2
* Kohn-Sham gap (alpha / beta): 0.2520 / 0.3406 Eh
* ΔE to the lowest compared entry with this formula, charge and spin: 20.8 kcal/mol

Atoms and positions in Å:
N -1.0009 1.2853 1.8562
C 0.0423 1.3149 0.8334
N 1.3613 1.0376 1.8081
N -0.6313 1.6630 -0.4315
H -0.5125 0.8636 2.6469
H -1.7255 0.7065 1.4426
H 2.0909 1.1557 1.1040
H 1.1993 1.9133 2.2701
H -1.4101 2.1843 -0.0445
H 0.0251 2.2578 -0.9310
C -0.3165 -1.7205 -1.2580
C 0.9689 -1.0772 -0.8357
S 1.9599 -2.1341 0.2084
N -1.2284 -0.8521 -2.0205
H -0.1390 -2.6534 -1.8258
H -0.8675 -2.0148 -0.3320
H 1.5523 -0.8081 -1.7300
H 0.7812 -0.1216 -0.2879
H 1.4505 -1.6650 1.3603
H -2.0734 -1.2887 -2.3684
H -1.5266 -0.0468 -1.4649

Record 8
Density functional theory data (ωB97M-V/def2-TZVPD) for a cluster of 3 separate species, C2H9O3 in total at a distorted geometry.

* spin multiplicity: 1
* Kohn-Sham gap: 0.3055 Eh
* charge: -1
* ΔE to the lowest compared entry with this formula, charge and spin: 11.6 kcal/mol

Atoms and positions in Å:
C -0.7073 -1.6914 -0.2420
O 0.5467 -1.4628 -0.7903
C -1.8482 -0.7814 -0.8124
H -1.0596 -2.6198 -0.7384
H -0.6481 -1.8224 0.8402
H -1.7954 -0.7735 -1.8991
H -2.7691 -1.2851 -0.4838
H -1.9069 0.2338 -0.4383
H 0.9410 2.1195 0.6832
H -0.4639 2.3640 1.2512
O 0.4002 2.7855 1.2406
H 1.7224 0.7889 1.1768
H 0.9117 -0.5679 -0.4357
O 1.5416 0.6635 0.2456